Formula: C6H12O
Source: OMol25
Level of theory: ωB97M-V/def2-TZVPD

ORCA input file:
```
! RIJCOSX wB97M-V def2-TZVPD def2/J DEFGRID3
* xyz 0 1
C -1.68 -0.51 1.22
H -0.80 -0.98 1.66
O 2.15 1.51 -1.51
H 1.06 0.23 1.11
C 2.06 1.23 -0.35
H -2.30 0.87 -0.26
H -2.24 -0.07 2.04
H -2.28 -1.36 0.86
H 1.17 -1.19 -1.57
C 0.66 -0.84 -0.68
C 1.62 -0.09 0.23
H -0.35 0.72 -1.75
C -1.35 0.52 0.15
H 0.36 -1.81 -0.25
H 2.44 -0.72 0.57
C -0.61 -0.08 -1.06
H -1.33 -0.77 -1.50
H 2.32 1.98 0.44
H -0.89 1.38 0.63
*
```

Properties
SMILES string: CCCCCC=O
Maximum force in eV/A: 1.5
E_tot in a.u.: -311.03429
ΔE to the lowest compared entry with this formula, charge and spin in kcal/mol: 15.68
Orbital gap in eV: 10.822

***

Formula: C5H4ClF3N2
Source: OMol25
Level of theory: ωB97M-V/def2-TZVPD

ORCA input file:
```
! RIJCOSX wB97M-V def2-TZVPD def2/J DEFGRID3
* xyz 0 1
N 1.24 2.03 -0.52
F -2.93 0.60 0.10
H 1.93 -1.57 0.57
C 1.16 -1.71 -0.05
C -0.57 0.17 0.18
N 1.59 0.72 -0.50
F -2.15 -0.19 1.86
Cl -0.92 3.50 0.03
F -2.35 -1.48 0.12
C 0.66 -0.24 -0.15
H 1.62 -2.10 -0.99
C 0.05 2.24 -0.24
C -1.95 -0.21 0.50
H 2.33 0.47 -1.18
H 0.31 -2.23 0.28
*
```

Properties
Maximum force in eV/A: 5.6
E_tot in a.u.: -1062.09398
ΔE to the lowest compared entry with this formula, charge and spin in kcal/mol: 0.00
Orbital gap in eV: 9.566

***

Formula: C6H10O
Source: OMol25
Level of theory: ωB97M-V/def2-TZVPD

ORCA input file:
```
! RIJCOSX wB97M-V def2-TZVPD def2/J DEFGRID3
* xyz 0 1
H 0.31 -1.65 0.05
C -2.30 1.63 -0.95
O -2.12 -0.79 -0.62
H 0.40 1.33 -0.75
H -1.85 2.32 -1.66
C 2.51 -1.21 1.57
H 2.02 -1.35 2.53
C 0.68 -0.63 0.03
C 1.86 -0.31 0.56
H -2.40 2.06 0.04
H 2.38 0.60 0.32
H 2.57 -2.24 1.17
C -0.12 0.39 -0.66
C -1.44 0.40 -0.79
H 3.56 -0.92 1.75
H -3.31 1.33 -1.24
H -2.74 -0.97 -1.34
*
```

Properties
SMILES string: C/C=C/C=C(/C)O
Maximum force in eV/A: 1.6
E_tot in a.u.: -309.80113
ΔE to the lowest compared entry with this formula, charge and spin in kcal/mol: 25.88
Orbital gap in eV: 8.684

***

Formula: C2H3Cl2F
Source: OMol25
Level of theory: ωB97M-V/def2-TZVPD

ORCA input file:
```
! RIJCOSX wB97M-V def2-TZVPD def2/J DEFGRID3
* xyz 0 1
F -2.42 -0.12 -0.29
H -1.26 -1.10 1.02
C -0.09 -0.04 -0.34
Cl 1.12 -1.37 0.00
H -0.50 0.00 -1.36
Cl 0.85 1.52 0.02
C -1.35 -0.11 0.57
H -1.28 0.64 1.21
*
```

Properties
SMILES string: FCC(Cl)Cl
Maximum force in eV/A: 6.4
E_tot in a.u.: -1098.22461
ΔE to the lowest compared entry with this formula, charge and spin in kcal/mol: 20.94
Orbital gap in eV: 11.888

***

Formula: C9H36N2O9
Source: OMol25
Level of theory: ωB97M-V/def2-TZVPD

ORCA input file:
```
! RIJCOSX wB97M-V def2-TZVPD def2/J DEFGRID3
* xyz 1 2
H 2.48 2.00 -0.62
H 4.49 -2.77 1.02
H 0.74 3.98 -1.61
C -0.54 -4.37 1.10
H 2.74 3.11 -1.99
H 1.94 1.57 -2.23
H -3.36 5.01 -0.63
H 1.04 -2.20 -4.17
C 0.30 -0.10 0.71
H 0.63 2.71 5.38
H -0.52 -5.46 1.21
H -1.42 -4.16 0.48
H -0.53 1.33 4.21
H -1.61 -0.60 2.21
H -3.15 4.01 -2.22
H 0.44 0.99 -5.05
H 4.02 -1.29 0.14
H 2.39 -2.11 -3.09
C 1.47 -2.66 -3.28
H 0.89 3.71 4.00
O -2.39 -0.35 2.70
N 0.38 1.13 1.04
C 3.65 -2.18 0.67
H -0.81 3.50 4.51
C -2.88 -1.54 3.43
H -0.32 -2.81 -2.54
O 0.84 3.08 -1.28
O -0.01 1.89 3.62
H -2.05 -2.21 3.68
H 0.36 -4.05 0.57
O -0.47 0.76 -5.25
H 1.96 -2.50 -0.26
C -3.26 4.05 -1.13
H -2.13 0.39 -4.18
O -0.48 -3.67 2.33
H -3.44 -1.93 2.59
H -4.22 3.53 -1.05
C 2.05 2.40 -1.54
H 0.75 1.84 0.42
O 2.75 -3.00 -0.06
C 0.17 3.02 4.44
H -1.09 1.58 -3.36
H -0.56 -0.11 -3.44
N 0.56 -0.36 -0.53
C -1.10 0.68 -3.97
O -2.43 3.13 -0.38
H 0.66 0.48 -1.09
H 0.05 1.53 1.91
H -0.18 -2.77 2.15
H 0.83 -1.28 -0.84
H 1.91 -3.64 -3.44
H -1.54 3.50 -0.34
O -0.09 -0.99 1.43
O 0.55 -2.64 -2.18
H -3.60 -1.37 4.23
H 3.15 -1.78 1.55
*
```

Properties
Maximum force in eV/A: 5.4
E_tot in a.u.: -1150.68495
Orbital gap (spin up / spin down) in eV: 10.071 / 3.805
Expectation value of S²: 0.75

***

Formula: C12H24HgN4OTa
Source: OMol25
Level of theory: ωB97M-V/def2-TZVPD

ORCA input file:
```
! RIJCOSX wB97M-V def2-TZVPD def2/J DEFGRID3
* xyz 2 2
Ta -1.25 0.55 0.36
H 2.05 1.04 -2.76
H -2.38 -0.79 2.69
H 2.52 -1.95 1.39
C -0.62 4.78 -0.78
C 0.47 -1.00 -3.48
C -1.40 -1.29 2.59
C 1.46 0.67 -1.91
H -1.05 -1.65 3.56
C -0.62 1.23 -3.17
C 1.22 -1.03 3.63
H -2.06 -1.52 -2.54
C -1.49 -1.59 -1.59
N -4.42 1.50 0.41
H 0.62 -0.39 4.28
N -0.46 -0.41 1.92
O -0.60 5.73 -0.15
H -1.60 0.87 -3.54
H 1.55 1.39 2.70
H -0.78 2.07 -2.49
C 0.98 -0.64 2.17
H 0.93 -1.87 -2.99
H -0.90 -2.53 -1.65
N -0.66 -0.41 -1.33
H -2.22 -1.72 -0.77
C 1.77 0.64 1.93
C -3.36 0.97 0.41
H 1.58 1.10 0.96
H 1.30 -1.48 0.19
N -0.55 2.23 0.36
H -1.57 -2.19 2.00
C 1.45 -1.76 1.23
H -0.03 1.57 -4.03
H 2.29 -0.87 3.85
H 2.04 -0.10 -1.38
H 1.19 -0.56 -4.18
H 2.83 0.37 1.97
H 1.28 1.51 -1.22
H -0.42 -1.31 -4.04
H 0.97 -2.08 3.83
C 0.14 0.10 -2.45
H 0.93 -2.71 1.44
Hg -1.11 3.54 2.61
*
```

Properties
Maximum force in eV/A: 3.3
E_tot in a.u.: -975.53109
ΔE to the lowest compared entry with this formula, charge and spin in kcal/mol: 111.81
Orbital gap (spin up / spin down) in eV: 5.156 / 4.049
Expectation value of S²: 0.83

***

Formula: C4H8N2O3
Source: OMol25
Level of theory: ωB97M-V/def2-TZVPD

ORCA input file:
```
! RIJCOSX wB97M-V def2-TZVPD def2/J DEFGRID3
* xyz 0 1
H 2.22 -1.15 -2.41
H 2.52 0.34 -0.63
C 0.53 -0.15 -0.33
H 0.83 -0.20 -2.93
O -3.08 0.52 2.12
C 1.61 0.44 -1.21
H -1.77 -0.92 -0.21
C -0.79 0.06 1.78
H 0.73 1.31 1.04
O -0.05 -1.19 -0.65
H -0.51 -0.96 2.08
O -2.60 -0.61 0.29
H 1.39 1.49 -1.36
N 0.18 0.52 0.83
C -2.25 0.05 1.39
N 1.75 -0.17 -2.49
H -0.72 0.62 2.67
*
```

Properties
SMILES string: NCC(=O)NCC(=O)O
Maximum force in eV/A: 2.9
E_tot in a.u.: -492.47705
ΔE to the lowest compared entry with this formula, charge and spin in kcal/mol: 16.26
Orbital gap in eV: 10.385

***

Formula: C63H69AsAuN3Si
Source: OMol25
Level of theory: ωB97M-V/def2-TZVPD

ORCA input file:
```
! RIJCOSX wB97M-V def2-TZVPD def2/J DEFGRID3
* xyz 0 1
H -5.77 3.40 -0.63
C 4.06 2.96 0.35
C 1.81 -1.73 -3.28
C -0.72 4.10 -0.87
H 0.79 -2.50 4.48
H 5.27 -0.18 -5.93
H 4.24 -0.77 1.88
C 1.72 3.55 -1.04
C -1.72 -1.78 -3.91
H 5.91 0.88 -0.06
C -4.27 2.19 1.45
Si -4.18 1.83 -1.80
H -2.35 1.29 3.73
C -3.38 -2.50 -2.11
C 1.22 -0.41 4.21
C 0.49 4.01 -1.80
C 3.63 -2.38 -5.31
C -1.60 2.01 3.42
C -3.43 3.23 -2.80
H -3.43 4.17 -2.24
C 1.59 0.37 -2.11
H -4.79 -1.31 2.96
N -3.18 1.23 -0.52
C 2.88 -0.71 6.44
C -1.10 -3.53 -2.11
H -5.27 -0.23 -2.66
H -4.04 3.38 -3.70
H -0.30 -6.71 -1.17
H -1.90 -5.45 -2.57
H -2.41 3.02 -3.11
C 2.75 0.53 5.83
H 2.70 -4.29 -5.26
H -4.03 -3.84 4.52
H -0.52 3.82 -3.70
H 5.45 -0.80 -0.34
C -4.97 2.05 2.64
C 0.49 2.54 2.35
H 3.36 -2.56 -1.37
H 0.94 -3.53 2.10
H 4.05 -2.67 0.26
C 3.90 0.25 1.68
H -1.54 -0.85 -3.37
H 3.08 -0.23 -0.22
H 1.83 1.66 4.27
C 1.94 -3.41 1.67
C -1.88 -1.22 4.53
H 5.12 0.42 -1.57
H -2.51 -3.72 -3.62
H 5.13 2.00 -4.83
C 2.18 -1.79 5.95
H 2.26 -2.76 6.42
C -3.98 -0.18 1.33
C 2.75 -0.79 -3.75
H 1.67 -1.81 0.31
C 2.68 0.47 -3.10
C 1.35 -1.64 4.84
C -5.17 0.79 3.20
C -3.28 -3.14 4.16
C -3.79 1.08 0.75
H 1.39 2.23 1.83
C 1.00 -1.03 -2.25
H 3.52 2.44 -3.01
C 3.27 -3.06 -0.40
H -1.08 3.12 -0.56
H -3.61 -1.05 0.82
H 0.99 4.62 2.21
C 3.67 -1.07 -4.77
H -1.08 5.36 3.37
C -4.66 -0.32 2.54
C -2.77 -3.28 2.88
C -0.89 4.31 3.21
H -2.75 3.69 4.09
C 2.56 4.55 -0.56
H -5.20 1.03 -3.89
C -1.81 -2.38 2.42
C -1.83 3.37 3.62
H -6.32 1.73 -0.50
C 2.72 -3.30 -4.84
H -5.35 2.93 3.14
C 0.80 -3.55 -0.57
H -2.50 -1.59 -4.64
C 1.79 -2.99 -3.81
C 5.14 0.24 -0.49
H -6.48 2.59 -2.03
C 4.46 1.21 -4.53
N 0.08 -1.43 -1.48
H 2.50 -2.73 2.31
H 0.73 5.04 -2.10
C 3.53 1.47 -3.49
C -0.25 -5.63 -1.22
H 1.10 3.11 -3.69
C 0.71 -4.94 -0.51
C 2.08 2.21 -0.80
As 0.12 -0.27 2.57
C 0.26 3.89 2.56
Au -1.33 0.34 -0.72
C 3.71 4.27 0.14
H 1.41 -5.48 0.12
C -2.84 -2.11 4.98
H -1.41 -2.49 1.42
H -5.71 0.68 4.13
C -4.64 0.54 -3.09
H 2.45 -4.38 1.72
H -4.09 3.18 1.04
C -0.42 1.59 2.81
C -5.83 2.45 -1.16
H 3.29 1.39 6.21
C 1.92 0.68 4.72
H -3.76 0.06 -3.53
H -1.55 4.61 -1.37
H 2.28 5.58 -0.76
H 1.10 -3.75 -3.47
H 4.63 0.93 2.14
H -0.47 4.67 0.03
C -0.11 -2.86 -1.39
C -2.18 -2.90 -2.97
C 3.28 1.90 -0.11
H 2.95 0.39 2.18
C 3.79 0.50 0.17
H -3.11 -4.08 2.23
C -1.36 -1.35 3.24
N 1.22 1.12 -1.17
H -0.25 2.28 -2.90
H -3.24 -2.01 5.98
H 4.32 -2.66 -6.09
H 4.34 5.08 0.50
H 4.98 2.73 0.88
H -3.18 -1.58 -1.56
C -1.14 -4.92 -2.00
H -3.63 -3.29 -1.40
C 4.54 -0.02 -5.14
H 3.47 -4.12 -0.57
H 3.53 -0.82 7.31
H -0.82 -2.06 -4.45
C 0.19 3.25 -3.09
C 1.89 -2.88 0.24
H -4.26 -2.32 -2.74
H -1.52 -0.44 5.18
*
```

Properties
Maximum force in eV/A: 0.7
E_tot in a.u.: -5267.37182
Orbital gap in eV: 5.999

***

Among the records above, which one has the lowest maximum force? C63H69AsAuN3Si

***

Look up the E_tot of the third one. -309.80113 a.u.

***

The lowest E_tot belongs to which entry? C63H69AsAuN3Si